Molecular formula: H3O4PSi
Method: DFT, ωB97M-V/def2-TZVPD

Values from the calculation:
Gap between HOMO and LUMO (eV): 7.79
Charge: -2

Last column: Mulliken charge in e.
CARTESIAN COORDINATES (ANGSTROEM)
O 2.6572 1.2948 0.4358  -0.69
O 2.9904 -0.4013 -1.4100  -0.72
O 3.2759 -1.1004 0.9727  -0.66
O -1.7223 -0.4960 0.1291  -0.65
Si -0.4658 -1.3455 -0.0794  0.29
P 2.7553 -0.1207 0.0401  0.76
H -0.5297 -2.7673 0.5175  -0.16
H -0.4744 -1.6767 -1.4512  -0.17
H 1.0774 -0.4591 -0.1023  -0.01

Atomic forces in eV per Å
O -0.50 1.37 0.73
O -0.15 -0.12 -0.60
O 0.55 -2.10 2.37
O -1.21 1.13 1.26
Si 0.97 -0.01 -0.28
P 0.62 0.91 -2.68
H 0.68 0.60 0.45
H 0.71 -0.64 -1.89
H -1.68 -1.12 0.64

Molecular formula: C7H10BrNO5
Method: DFT, ωB97M-V/def2-TZVPD

Values from the calculation:
Gap between HOMO and LUMO (eV): 9.64
SMILES string: C[C@@H](O)C(=O)O[C@@]1(C)CC(Br)=[N+]([O-])O1

Last column: Mulliken charge in e.
CARTESIAN COORDINATES (ANGSTROEM)
C 0.3480 -1.6860 0.0201  0.97
C 0.3819 0.7451 -0.2464  0.61
C -0.6197 -2.7928 0.0287  -1.83
C 0.2592 3.2059 0.3972  -1.26
C 1.5892 -1.5737 -0.9323  -0.26
C 0.4345 1.7772 1.0171  0.70
C 2.3224 -0.6224 -0.0109  -0.46
N 1.9571 -0.7482 1.2222  1.01
O 2.3931 -0.2457 2.1871  -0.67
O -0.3600 -0.3995 -0.0092  -0.48
O 0.6966 1.0592 -1.3479  -0.55
O 0.8940 -1.6844 1.3036  -0.45
O -0.6098 1.3691 1.8832  -0.58
Br 3.9140 0.2112 -0.3495  -0.06
H -1.2354 -2.8560 -0.8722  0.40
H -1.2337 -2.6134 0.8891  0.39
H -0.2409 -3.7385 -0.1080  0.43
H 0.2426 3.1331 -0.6862  0.35
H -0.6067 3.7556 0.7608  0.32
H 1.1772 3.8334 0.5666  0.28
H 1.9312 -2.6684 -1.1744  0.32
H 1.3345 -1.0376 -1.8900  0.33
H 1.5420 1.7992 1.3772  0.12
H -0.6892 0.4784 1.7570  0.38

Atomic forces in eV per Å
C 0.49 1.73 -1.00
C -0.92 1.71 1.10
C -1.74 1.31 -1.65
C 1.08 0.21 0.32
C -1.27 -0.76 -0.38
C 0.84 -0.19 -2.15
C 1.12 -2.06 -1.31
N 0.17 -1.41 -2.07
O 0.58 0.96 3.20
O -0.23 -0.83 -0.18
O 0.27 0.17 -0.84
O 0.50 -0.21 1.33
O 1.48 4.46 0.55
Br 0.31 0.45 -0.27
H -0.36 1.13 0.01
H -0.45 -0.55 0.41
H 1.68 -2.19 0.96
H -0.40 -0.07 -0.04
H -0.05 -0.25 0.10
H -0.89 -0.59 0.27
H 0.19 2.23 0.76
H 0.17 -0.75 1.01
H -2.04 -0.67 0.18
H -0.54 -3.81 -0.29

Molecular formula: C24H40BrN8
Method: DFT, ωB97M-V/def2-TZVPD

Values from the calculation:
Gap between HOMO and LUMO (eV): 8.67
Charge: +1

Last column: Mulliken charge in e.
CARTESIAN COORDINATES (ANGSTROEM)
C 3.7059 3.2820 3.8827  -1.31
C 3.9495 2.7113 2.4900  -0.52
C 2.6875 2.0544 1.9032  0.19
C 2.7252 2.0738 0.3822  -0.81
N 1.5207 1.5194 -0.2905  -0.71
N 0.4464 1.2276 0.5344  0.38
C 0.1138 0.0405 0.9673  -0.36
N 0.9348 -1.0686 0.7273  -0.17
N -1.0588 -0.0741 1.6539  1.05
C -2.2748 0.2794 0.8531  -1.19
C -3.3622 1.0121 1.6106  1.21
C -4.6597 0.7264 1.1869  -1.05
C -5.7637 1.3391 1.7569  -0.67
C -5.5724 2.2554 2.7812  -0.70
C -4.2876 2.5344 3.2173  -0.90
C -3.1629 1.9348 2.6498  0.91
C -1.8173 2.3264 3.2082  -0.89
C -1.2772 -1.3509 2.3640  -1.05
C -0.3254 -1.5448 3.5546  0.12
C 0.5673 -2.7712 3.4795  -1.38
Br -1.3783 -1.6616 5.1960  -0.09
H 2.8166 3.9170 3.8824  0.34
H 4.5404 3.8945 4.2176  0.38
H 3.5302 2.4881 4.6111  0.32
H 4.2424 3.5223 1.8200  0.36
H 4.7394 1.9611 2.5306  0.35
H 2.6261 1.0192 2.2561  0.10
H 1.8149 2.6047 2.2660  0.10
H 3.5847 1.5063 0.0191  0.27
H 2.8425 3.1061 0.0480  0.39
H 1.7199 0.7096 -0.8677  0.24
H -0.1627 2.0034 0.7606  0.35
H 1.8959 -0.8576 0.9949  0.33
H 1.0055 -1.2363 -0.2787  -0.01
H -1.9828 0.8272 -0.0440  0.61
H -2.7122 -0.6619 0.5123  0.38
H -4.8133 0.0115 0.3862  0.39
H -6.7604 1.1026 1.4110  0.41
H -6.4180 2.7531 3.2382  0.40
H -4.1440 3.2469 4.0194  0.39
H -1.9324 3.1695 3.8859  0.51
H -1.0944 2.5969 2.4395  0.01
H -1.3817 1.5111 3.7914  0.13
H -2.2912 -1.2600 2.7495  0.72
H -1.2600 -2.2107 1.6919  0.27
H 0.2706 -0.6413 3.6861  0.27
H 1.1234 -2.8700 4.4118  0.44
H 1.2954 -2.6874 2.6747  0.24
H -0.0288 -3.6761 3.3707  0.40
C 3.3724 0.0149 -4.2797  -0.73
C 2.7840 -0.4197 -3.0294  0.45
N 2.3148 -0.8017 -2.0527  -0.55
H 3.3585 -0.8049 -4.9966  0.33
H 2.8124 0.8495 -4.7088  0.07
H 4.4066 0.3196 -4.1260  0.32
C -0.2033 -3.4971 -1.9976  -0.41
C -0.3330 -4.6435 -2.8829  0.00
N -0.4349 -5.5390 -3.5904  -0.29
H 0.8476 -3.2751 -1.8161  0.21
H -0.6692 -2.6206 -2.4471  0.29
H -0.6857 -3.6979 -1.0416  0.18
C 2.4404 4.7137 -5.2012  -0.79
C 2.2596 3.3737 -5.7395  0.40
N 2.1157 2.3326 -6.2004  -0.45
H 3.4985 4.9658 -5.1659  0.27
H 1.9314 5.4397 -5.8321  0.30
H 2.0278 4.7765 -4.1959  0.25
C -2.6024 -7.4685 -5.5226  -0.60
C -3.0513 -7.6051 -6.9001  0.28
N -3.4049 -7.7128 -7.9856  -0.35
H -1.9365 -8.2861 -5.2540  0.26
H -2.0606 -6.5361 -5.3834  0.16
H -3.4533 -7.4787 -4.8435  0.26

Atomic forces in eV per Å
C -0.19 -0.05 -0.02
C -0.45 -0.04 0.04
C 0.32 0.00 -0.03
C -0.19 0.05 0.02
N 0.02 -0.01 -0.20
N 0.01 0.15 0.05
C -0.15 0.04 0.35
N 0.21 0.34 0.30
N 0.15 -1.00 -1.49
C -0.23 0.46 0.50
C -0.08 0.01 0.14
C -0.10 0.07 0.09
C 0.09 0.10 0.06
C 0.01 -0.08 -0.05
C -0.02 -0.05 -0.10
C -0.08 0.02 -0.13
C -0.03 -0.33 0.16
C -0.24 0.18 0.56
C 0.12 -0.06 -0.14
C 0.12 0.03 0.39
Br -0.04 0.10 0.10
H 0.04 0.04 -0.01
H 0.07 -0.10 0.06
H 0.08 0.03 0.03
H 0.22 -0.05 0.01
H 0.21 0.17 -0.16
H -0.18 0.05 0.15
H -0.06 -0.11 -0.01
H 0.02 0.04 -0.02
H 0.04 -0.02 -0.01
H 0.06 0.10 0.04
H 0.01 0.04 0.02
H -0.01 0.00 0.03
H -0.13 -0.16 -0.02
H 0.14 0.11 0.09
H 0.12 -0.04 -0.10
H 0.03 -0.04 0.02
H 0.01 -0.01 -0.03
H 0.02 -0.04 0.01
H 0.00 0.02 0.01
H 0.05 0.08 -0.09
H 0.02 0.14 -0.02
H 0.03 0.01 -0.04
H -0.02 -0.06 -0.07
H 0.17 0.06 -0.11
H 0.00 -0.01 0.01
H -0.01 0.00 -0.02
H -0.17 -0.07 -0.14
H 0.01 -0.02 -0.15
C 0.11 0.11 -0.24
C -0.01 -0.21 -0.03
N -0.07 0.07 0.02
H -0.04 -0.04 0.04
H 0.02 -0.14 0.09
H -0.01 -0.01 0.07
C 0.03 0.20 0.19
C 0.00 0.03 -0.01
N -0.02 -0.06 -0.03
H 0.02 -0.05 -0.06
H -0.01 -0.03 -0.06
H -0.02 -0.08 -0.02
C 0.02 0.15 0.08
C -0.03 0.08 -0.18
N 0.00 -0.02 0.14
H 0.01 -0.03 -0.01
H -0.02 -0.03 -0.03
H -0.01 -0.02 0.00
C 0.05 0.03 0.18
C 0.00 -0.02 0.02
N -0.02 0.01 -0.07
H 0.00 -0.03 -0.05
H 0.02 0.00 -0.04
H -0.04 -0.02 -0.04